# 1
The following is a DFT calculation (wB97M-V/def2-TZVPD) of C43H44ClN8PTi as an isolated structure.

The geometry in XYZ format:
```
98
Properties=species:S:1:pos:R:3
Ti -0.33910 0.75921 0.97584
C -0.61000 4.34070 -1.46315
C -1.08128 3.05437 -0.81829
N -0.17212 2.52281 0.20137
C 0.95829 3.35221 0.61672
C 2.21976 2.50648 0.61652
N 1.95183 1.18128 1.22046
C 2.37877 1.10208 2.63127
C 1.54931 2.06387 3.46221
N 0.11214 1.83970 3.20281
C -0.58507 1.11149 4.28548
C -0.79021 -0.33434 3.85607
N -1.42381 -0.22516 2.55615
C -2.67031 -0.48397 2.36553
C -3.55358 -1.14338 3.37829
C -3.15321 -0.00317 1.08131
C -4.42679 -0.16454 0.66938
C -4.82525 0.32782 -0.62412
C -3.97591 1.08549 -1.31949
C -2.66976 1.53051 -0.74439
N -2.18599 0.69815 0.34908
H 0.40176 4.24757 -1.85246
H -0.63596 5.15690 -0.73884
H -1.25174 4.62116 -2.28863
H 0.77109 3.81834 1.59015
H 1.13573 4.17786 -0.06435
H 3.04518 3.01281 1.12450
H 2.51640 2.34116 -0.41795
H 2.47185 0.49612 0.68038
H 3.44276 1.33255 2.73559
H 2.21669 0.08394 2.99281
H 1.80749 3.09082 3.21156
H 1.78629 1.93141 4.51931
H -0.34863 2.73329 3.06590
H -1.56328 1.56967 4.43674
H -0.03585 1.17236 5.22653
H -1.38224 -0.87546 4.59122
H 0.16990 -0.84688 3.74849
H -3.03125 -1.95704 3.87761
H -4.45162 -1.55309 2.92913
H -3.85990 -0.42011 4.13732
H -5.13307 -0.69466 1.28840
H -5.78810 0.05915 -1.03610
H -4.23236 1.41598 -2.31255
Cl -2.80845 3.42540 1.38215
C -2.57341 3.06529 -0.34318
C -3.48837 3.92271 -1.17269
C -3.58043 3.92318 -2.50476
C -2.82536 3.09629 -3.45372
C -1.91264 2.17076 -3.14703
C -1.47808 1.83360 -1.75425
P -0.24699 0.47615 -1.55892
C -0.84841 -0.88876 -2.59116
C -2.06200 -1.49746 -2.26383
C -2.57440 -2.51230 -3.05491
C -1.87403 -2.93873 -4.17620
C -0.66570 -2.34303 -4.50400
C -0.15300 -1.31874 -3.71972
C 1.33376 0.95062 -2.29105
C 2.43393 0.17169 -1.91480
C 3.70441 0.48574 -2.36987
C 3.88592 1.58467 -3.20360
C 2.79540 2.34357 -3.60073
C 1.51864 2.02312 -3.15446
H -4.13274 4.58607 -0.61101
H -4.30038 4.60386 -2.94170
H -3.05277 3.24931 -4.50173
H -1.46025 1.60615 -3.95551
H -2.61753 -1.17453 -1.39323
H -3.52136 -2.96944 -2.79933
H -2.27384 -3.73011 -4.79572
H -0.12055 -2.66722 -5.38020
H 0.78361 -0.85555 -3.99978
H 2.28199 -0.69441 -1.27579
H 4.55231 -0.12501 -2.08812
H 4.87639 1.83650 -3.55767
H 2.93549 3.18142 -4.27076
H 0.67187 2.60533 -3.49210
N 6.44607 -7.78818 2.28719
C 5.60141 -7.04007 2.07796
C 4.55086 -6.09295 1.81417
C 4.82485 -4.95801 1.05419
C 3.81867 -4.04440 0.79566
C 2.55241 -4.26559 1.31411
C 2.26784 -5.39166 2.06997
C 3.27055 -6.31263 2.31567
N 1.51439 -3.31033 1.06429
C 0.24026 -3.56961 0.61847
C -0.37971 -2.36596 0.52976
N 0.48918 -1.36766 0.92603
C 1.61593 -1.98052 1.24425
H 5.81882 -4.80583 0.65768
H 4.01398 -3.17993 0.17391
H 1.27463 -5.54196 2.47256
H 3.06903 -7.19689 2.90378
H -0.09164 -4.56458 0.37939
H -1.38244 -2.15072 0.20068
H 2.52298 -1.53410 1.61586
```

The HOMO energy (alpha / beta) comes out at -12.855 / -12.856 eV. The strongest force on any atom comes out at 0.00870 Eh/bohr. As for the LUMO energy (alpha / beta): -5.915 / -5.915 eV. The frontier orbital gap (alpha / beta) comes out at 0.255 / 0.255 Eh. The spin multiplicity is 1. As for the total charge: +2.

=====

# 2
The following is a DFT calculation (wB97M-V/def2-TZVPD) of C43H44N10O2S2Ti as an isolated structure at a distorted geometry.

The geometry in XYZ format:
```
102
Properties=species:S:1:pos:R:3
Ti 0.80860 -0.20996 0.28737
O 6.18979 -0.49218 -4.40849
N 5.98303 -1.55646 -3.86181
O 6.58774 -2.57879 -4.09737
C 4.90199 -1.62252 -2.85173
C 4.60850 -2.85371 -2.38933
C 3.58527 -3.04981 -1.41736
C 3.31063 -4.30489 -0.84580
C 2.36535 -4.38975 0.13966
C 1.69561 -3.22855 0.54102
N 1.90204 -2.04524 -0.00978
C 2.84377 -1.95250 -0.98100
C 3.10525 -0.65121 -1.53599
N 2.28987 0.34311 -1.11461
C 2.56213 1.58076 -1.48439
C 3.66209 1.89331 -2.27856
C 4.46663 0.89228 -2.75663
C 4.18353 -0.44681 -2.41226
H 5.17711 -3.69737 -2.75498
H 3.86025 -5.17675 -1.17764
H 2.13139 -5.32740 0.62244
H 0.97141 -3.27736 1.34310
H 1.87695 2.34344 -1.13617
H 3.87016 2.92529 -2.52185
H 5.30470 1.12569 -3.39000
S 3.82685 0.14324 1.48907
C 2.76069 1.42165 1.70325
N 1.44840 1.36673 1.47681
C 0.80039 2.54832 1.85691
C -0.57360 2.77970 1.86311
C -1.05546 3.99601 2.31237
C -0.18997 4.99439 2.75965
C 1.17608 4.77598 2.77481
C 1.65379 3.54933 2.33177
S 3.29636 2.98188 2.30002
H -1.24913 2.02354 1.49393
H -2.12233 4.17919 2.30763
H -0.58575 5.94294 3.09602
H 1.85882 5.53681 3.12886
C 0.43791 -1.71124 -3.19273
N -0.87761 -1.15501 -2.95811
C -1.32094 -0.20198 -3.96519
C -1.49318 -1.28117 -1.76701
N -0.78919 -1.50052 -0.66334
C -1.35820 -2.32273 0.33317
C -2.07024 -3.48278 0.01763
C -2.54469 -4.33292 1.00111
C -2.27432 -4.05360 2.33434
C -1.54076 -2.92545 2.65998
C -1.09499 -2.03441 1.67897
N -0.26207 -0.92607 1.98876
C -0.40706 -0.37465 3.20748
N 0.67287 -0.04851 3.93502
C 0.73783 1.14065 4.77157
C 1.85892 -0.89550 3.94553
N -1.62469 -0.08131 3.71564
C -2.79031 0.08680 2.87054
C -1.91803 -0.14730 5.13950
N -2.84328 -1.14516 -1.76625
C -3.53766 -0.60869 -0.61492
C -3.69124 -1.64911 -2.83191
H 0.46375 -2.15055 -4.19209
H 0.64398 -2.48669 -2.45898
H 1.20617 -0.93604 -3.13900
H -0.49438 0.47403 -4.19436
H -2.14348 0.39640 -3.58708
H -1.62415 -0.70651 -4.88520
H -2.23478 -3.72261 -1.02672
H -3.09923 -5.22024 0.72705
H -2.60991 -4.72237 3.11543
H -1.28531 -2.73805 3.69719
H 0.78366 0.89509 5.83508
H -0.11597 1.78391 4.57771
H 1.64399 1.69065 4.50908
H 1.91604 -1.48556 3.03664
H 2.75095 -0.27572 3.99955
H 1.83747 -1.55778 4.81680
H -2.47834 0.37184 1.87216
H -3.41120 0.88011 3.28857
H -3.37859 -0.83247 2.80895
H -1.08854 -0.59296 5.67980
H -2.79748 -0.77886 5.28151
H -2.13051 0.83889 5.55581
H -2.84707 0.01661 -0.05672
H -3.93861 -1.39326 0.03379
H -4.36175 0.01330 -0.96870
H -3.10079 -2.20418 -3.55535
H -4.21774 -0.84145 -3.34557
H -4.43520 -2.32477 -2.40195
C -0.34335 1.14605 -0.73439
C -0.96967 1.94997 -1.40303
C -1.73370 2.90438 -2.15460
C -1.18282 3.53998 -3.27001
C -1.93312 4.44670 -4.00135
C -3.23976 4.73334 -3.63021
C -3.79406 4.10972 -2.52078
C -3.04912 3.20026 -1.78731
H -0.16182 3.31969 -3.55602
H -1.49593 4.93481 -4.86243
H -3.82316 5.44241 -4.20193
H -4.81030 4.33587 -2.22544
H -3.47409 2.71446 -0.91768
```

The HOMO energy (alpha / beta) comes out at -9.375 / -9.731 eV. The strongest force on any atom comes out at 0.03046 Eh/bohr. As for the LUMO energy (alpha / beta): -3.453 / -3.443 eV. The frontier orbital gap (alpha / beta) comes out at 0.218 / 0.231 Eh. The spin multiplicity is 2. As for the total charge: +1.

=====

Question: Look up the spin multiplicity of the first one.
Answer: 1